1.
ORCA calculation (ωB97M-V/def2-TZVPD) on a single C8H17PSSi molecule at a distorted geometry.

- lowest unoccupied orbital energy (eV) = 0.63
- relative energy (zero: lowest compared OMol25 entry of this formula, charge and spin) (eV) = 0.0000
- calculated total energy (hartree) = -1344.04096
- net charge = 0
- max |F| (hartree/bohr) = 0.0618

Each line ends with the natural charge from an NBO analysis.
Element x y z (Å)
C -0.30 2.22 -2.14  -1.07
Si -0.27 0.75 -0.78  1.60
C -0.46 1.44 0.97  -0.88
C -0.15 0.33 2.03  -0.39
C -1.03 -0.97 2.00  -0.80
P -1.14 -1.96 0.47  1.26
S -2.38 -3.50 0.52  -0.56
C 0.60 -2.35 0.05  -0.78
C 1.77 -1.28 -0.08  -0.38
C 1.47 -0.08 -0.90  -0.86
C -1.52 -0.57 -1.15  -1.11
H 0.44 1.93 -2.86  0.23
H -1.33 2.16 -2.63  0.24
H 0.13 3.11 -1.64  0.24
H -1.47 1.72 1.02  0.23
H 0.10 2.33 1.26  0.25
H 0.84 0.01 1.92  0.20
H -0.25 0.68 3.08  0.22
H -0.52 -1.66 2.88  0.26
H -2.09 -0.89 2.37  0.26
H 0.46 -3.06 -0.91  0.25
H 1.02 -2.90 0.83  0.24
H 2.47 -1.92 -0.56  0.21
H 2.24 -1.02 0.87  0.20
H 2.08 0.73 -0.71  0.22
H 1.65 -0.35 -1.93  0.23
H -2.52 -0.27 -1.17  0.24
H -1.49 -1.05 -2.13  0.26


2.
ORCA calculation (ωB97M-V/def2-TZVPD) on a single C2HCl2F molecule at a distorted geometry.

- lowest unoccupied orbital energy (eV) = 0.75
- relative energy (zero: lowest compared OMol25 entry of this formula, charge and spin) (eV) = 0.4579
- calculated total energy (hartree) = -1097.01272
- net charge = 0
- max |F| (hartree/bohr) = 0.0627

Each line ends with the natural charge from an NBO analysis.
Element x y z (Å)
F 0.97 -1.00 -1.21  -0.31
C 0.70 0.08 -0.43  0.18
C -0.42 0.00 0.35  -0.19
Cl -1.48 -1.34 0.26  0.05
Cl -1.05 1.24 1.35  0.06
H 1.29 1.02 -0.31  0.20


3.
ORCA calculation (ωB97M-V/def2-TZVPD) on 6 unconnected molecules or ions with the total composition C18H48O6 at a distorted geometry.

- ⟨S²⟩ = 0.75
- lowest unoccupied orbital energy (spin up / spin down) (eV) = 2.67 / 2.62
- relative energy (zero: lowest compared OMol25 entry of this formula, charge and spin) (eV) = 1.0396
- calculated total energy (hartree) = -1165.91680
- net charge = -1
- 2S+1 = 2
- max |F| (hartree/bohr) = 0.0814

Each line ends with the Mulliken charge.
Element x y z (Å)
C 2.69 3.64 -1.27  -1.72
C 3.66 3.17 -2.18  0.88
C 3.94 4.20 -3.35  -1.36
O 4.83 3.10 -1.42  -0.42
H 1.74 3.76 -1.77  0.42
H 2.82 4.66 -0.92  0.43
H 2.55 2.93 -0.45  0.35
H 3.43 2.17 -2.56  -0.04
H 3.71 5.25 -3.24  0.32
H 3.45 3.92 -4.28  0.39
H 4.99 4.13 -3.63  0.32
H 5.38 2.41 -1.81  0.29
C -3.39 2.06 1.77  -1.18
C -3.20 3.47 2.35  0.17
C -1.76 3.94 2.14  -1.47
O -4.12 4.30 1.67  -0.38
H -4.44 1.81 1.92  0.42
H -2.80 1.29 2.26  0.37
H -3.05 2.06 0.73  0.14
H -3.45 3.48 3.41  0.29
H -0.96 3.19 2.15  0.39
H -1.51 4.79 2.77  0.43
H -1.77 4.24 1.10  0.32
H -4.99 4.30 2.06  0.29
C -0.89 -0.97 -4.04  -0.91
C 0.28 -1.58 -4.82  0.45
C -0.07 -2.88 -5.58  -1.34
O 0.57 -0.62 -5.75  -0.47
H -0.62 -0.17 -3.34  0.08
H -1.38 -1.73 -3.44  0.19
H -1.61 -0.61 -4.77  0.49
H 1.02 -1.70 -4.02  0.15
H 0.78 -3.19 -6.18  0.34
H -0.98 -2.70 -6.14  0.33
H -0.40 -3.66 -4.89  0.34
H -0.20 -0.41 -6.28  0.36
C -1.92 -5.04 1.51  -1.18
C -2.86 -4.20 0.66  0.52
C -3.67 -3.22 1.52  -1.31
O -2.19 -3.51 -0.37  -0.43
H -2.49 -5.76 2.10  0.44
H -1.35 -4.38 2.16  0.09
H -1.23 -5.63 0.91  0.33
H -3.59 -4.89 0.23  0.29
H -3.08 -2.50 2.09  0.20
H -4.34 -3.66 2.26  0.46
H -4.26 -2.47 0.99  0.32
H -1.47 -3.07 0.10  0.19
C -0.09 0.43 -0.09  -1.60
C 0.53 -0.99 -0.45  0.98
C 1.97 -0.73 -0.82  -2.04
O 0.34 -1.84 0.69  -0.60
H -1.17 0.41 0.06  0.06
H 0.10 1.14 -0.89  0.48
H 0.42 0.83 0.78  0.54
H 0.07 -1.52 -1.28  0.03
H 2.52 0.02 -0.24  0.57
H 2.03 -0.34 -1.84  0.39
H 2.66 -1.55 -0.99  0.39
H 0.91 -1.54 1.41  -0.04
C 0.56 -1.52 4.35  -1.32
C 1.35 -0.32 3.77  1.71
C 2.09 0.29 4.89  -2.36
O 2.18 -1.01 2.82  0.43
H 1.24 -2.19 4.87  0.38
H 0.35 -2.22 3.54  -0.01
H -0.33 -1.45 4.97  0.55
H 0.72 0.42 3.28  -0.47
H 2.72 1.05 4.44  0.67
H 2.72 -0.37 5.49  0.59
H 1.31 0.63 5.57  0.31
H 2.95 -1.34 3.28  -0.23


4.
ORCA calculation (ωB97M-V/def2-TZVPD) on a molecular structure, C23H49N2O2OsP3 at a distorted geometry.

- ⟨S²⟩ = 6.06
- lowest unoccupied orbital energy (spin up / spin down) (eV) = -12.63 / -14.33
- relative energy (zero: lowest compared OMol25 entry of this formula, charge and spin) (eV) = 0.0000
- calculated total energy (hartree) = -2278.95115
- net charge = +4
- 2S+1 = 5
- max |F| (hartree/bohr) = 0.0571

Each line ends with the Mulliken charge.
Element x y z (Å)
Os -1.17 -0.38 -0.60  0.48
P -0.66 -2.43 0.39  0.68
P 0.50 -0.53 -2.09  0.84
P -3.39 -0.79 -0.67  1.23
H 0.11 1.84 0.18  0.52
C -0.86 1.43 0.50  -0.90
C -0.89 0.37 1.47  -0.71
H 0.08 0.08 1.91  0.14
C 1.03 -2.73 1.05  -0.40
C -0.84 -3.93 -0.63  -1.42
C -1.59 -2.93 1.90  -1.51
C 1.08 1.15 -2.57  -0.67
C 2.07 -1.42 -1.76  -0.72
C -0.10 -1.34 -3.62  -1.27
C -4.15 -0.56 0.98  -1.43
C -3.93 -2.48 -1.10  -1.43
C -4.31 0.35 -1.75  -0.66
H -1.69 2.16 0.48  0.45
H -1.77 0.27 2.12  0.48
H 1.53 -1.79 1.31  -0.69
H 1.64 -3.25 0.31  0.51
H 0.95 -3.37 1.95  0.59
H -0.07 -3.97 -1.40  0.37
H -1.82 -3.97 -1.11  0.30
H -0.74 -4.80 0.04  0.47
H -1.44 -2.19 2.69  0.34
H -1.19 -3.90 2.22  0.61
H -2.67 -3.02 1.72  0.36
H 1.36 1.14 -3.63  0.50
H 1.95 1.40 -1.96  0.31
H 0.27 1.89 -2.41  -0.08
H 2.82 -1.12 -2.51  0.58
H 1.91 -2.51 -1.83  0.39
H 2.43 -1.14 -0.75  -0.21
H 0.67 -1.28 -4.40  0.48
H -1.02 -0.84 -3.97  0.37
H -0.33 -2.40 -3.41  0.34
H -5.25 -0.60 0.88  0.52
H -3.86 0.41 1.40  0.39
H -3.84 -1.35 1.66  0.29
H -5.00 -2.50 -1.34  0.53
H -3.75 -3.17 -0.26  0.40
H -3.37 -2.83 -1.98  0.44
H -5.36 0.42 -1.47  0.61
H -4.23 0.02 -2.80  0.45
H -3.86 1.35 -1.67  -0.48
C -2.44 3.28 -2.58  0.82
C -1.73 3.94 -3.61  -0.30
C -2.25 5.13 -4.11  -0.60
C -3.43 5.68 -3.60  -0.43
C -4.14 5.01 -2.61  -0.61
C -3.66 3.80 -2.11  -0.22
O -1.85 2.32 -1.79  -0.23
H -1.55 1.42 -2.16  -0.06
H -0.77 3.54 -3.94  0.43
H -1.71 5.66 -4.91  0.44
H -3.80 6.65 -3.95  0.46
H -5.06 5.41 -2.19  0.46
H -4.16 3.28 -1.29  0.45
C 4.73 0.90 0.69  -0.84
N 4.62 0.58 2.09  0.18
C 5.84 0.27 2.78  -0.45
C 5.60 0.30 4.28  -0.78
C 4.45 -0.62 4.64  -0.48
N 3.32 -0.41 3.76  0.26
C 2.03 -0.82 4.23  -0.73
C 3.40 0.10 2.49  0.32
O 2.41 0.13 1.72  -0.59
H 4.66 0.00 0.05  0.32
H 5.70 1.37 0.49  0.43
H 3.93 1.58 0.40  0.28
H 6.23 -0.72 2.50  0.31
H 6.59 1.02 2.49  0.37
H 5.34 1.32 4.59  0.36
H 6.50 -0.01 4.81  0.37
H 4.12 -0.46 5.68  0.47
H 4.79 -1.66 4.58  0.32
H 2.13 -1.39 5.16  0.48
H 1.39 0.05 4.43  0.34
H 1.50 -1.43 3.48  0.06